P | Formula: C6H13NO3
Source: the OMol25 dataset
Level of theory: ωB97M-V/def2-TZVPD

Last column: Mulliken charge in e.
Element x y z (Å)
C 2.65473 0.68155 0.90500  -0.83
O 1.23611 0.39541 1.03801  -0.33
C 0.43932 0.79458 0.07276  -0.26
O 0.11025 -0.60391 -0.92845  -0.48
C 0.61173 -1.81377 -0.85213  0.36
N 0.15745 -2.78259 -1.64319  -0.45
O 0.98361 -3.92767 -1.60828  -0.41
C -1.05347 1.26675 0.51518  0.66
C -1.84601 1.57147 -0.79014  -1.50
C -1.83323 0.14806 1.25668  -1.52
H 2.94495 0.27138 -0.03255  0.41
H 3.04645 0.33598 1.93953  0.24
H 2.66839 1.74887 0.85132  0.36
H 0.94776 1.41907 -0.58842  0.61
H 1.51050 -1.86505 -0.06803  0.20
H 0.95576 -4.42104 -2.41981  0.32
H -1.08173 2.21835 1.11257  0.37
H -1.20973 2.08654 -1.43715  0.42
H -2.33803 0.67768 -1.12594  0.29
H -2.70135 2.21021 -0.61503  0.44
H -2.29656 -0.52417 0.58827  0.36
H -2.63221 0.56246 1.83927  0.43
H -1.27470 -0.45015 1.99049  0.31

Calculated values
Highest occupied orbital energy (eV): -8.04
Kohn-Sham gap (eV): 8.73
Structure (SMILES): CO[C@@H](O/C=N/O)C(C)C
Multiplicity: 1


Q | Formula: C6H13NO3
Source: the OMol25 dataset
Level of theory: ωB97M-V/def2-TZVPD

Last column: Mulliken charge in e.
Element x y z (Å)
C -2.39225 0.18447 0.71466  -1.14
C -1.37711 -0.75179 0.11253  0.00
N -0.32595 -1.29986 0.96102  -0.45
C 0.67765 -0.34508 1.35412  -0.75
C 1.45124 0.26197 0.21086  -0.04
O 2.29166 1.30594 0.53301  -0.59
C 0.50142 0.68575 -0.83053  -0.03
O -0.23718 1.85781 -0.50065  -0.50
C -0.59661 -0.41505 -1.14595  -0.46
O -0.05680 -1.64281 -1.69818  -0.60
H -2.97662 0.67524 -0.16748  0.26
H -1.96705 1.01068 1.34238  0.24
H -3.27963 -0.39690 1.28228  0.31
H -1.98388 -1.58789 -0.09157  0.51
H -0.62747 -1.91368 1.75220  0.30
H 1.33427 -0.92285 2.06593  0.44
H 0.26739 0.52437 1.94148  0.20
H 2.10621 -0.53548 -0.27744  0.28
H 3.12881 0.90341 1.02625  0.39
H 1.17378 0.86427 -1.74397  0.19
H 0.46062 2.54100 -0.41956  0.41
H -1.33978 -0.04402 -1.83113  0.58
H 0.41749 -1.90830 -0.77400  0.46

Calculated values
Highest occupied orbital energy (eV): -9.13
Kohn-Sham gap (eV): 9.61
Structure (SMILES): C[C@@H]1NC[C@H](O)[C@H](O)[C@H]1O
Multiplicity: 1


R | Formula: C6H13NO3
Source: the OMol25 dataset
Level of theory: ωB97M-V/def2-TZVPD

Last column: Mulliken charge in e.
Element x y z (Å)
C 0.02993 0.82602 0.03679  0.94
C 1.21297 -0.81043 -0.86915  0.29
C -0.71918 -0.33529 -0.34609  -0.84
C 1.76927 -1.55393 0.32536  -1.26
C 2.22041 0.13107 -1.49481  -1.33
C -2.42062 0.52858 0.97275  -0.08
N -3.73646 0.38768 1.00673  -0.32
O -0.02238 1.84334 -0.88530  -0.50
O 0.46660 1.06315 1.19318  -0.78
O -1.91497 0.86255 2.13418  -0.50
H -0.90524 0.89226 2.03179  0.47
H 0.45846 2.58524 -0.49415  0.39
H 0.84264 -1.50111 -1.62890  0.31
H -4.28013 0.58010 1.84573  0.24
H -4.22890 0.11290 0.17400  0.23
H -1.21841 -0.31592 -1.30384  0.35
H -0.79736 -1.15160 0.35188  0.35
H 2.72988 -2.01890 0.08100  0.42
H 1.10526 -2.35402 0.65795  0.34
H 1.92609 -0.86348 1.15689  0.27
H 3.08235 -0.43513 -1.87043  0.44
H 2.60788 0.83291 -0.75394  0.26
H 1.79190 0.69403 -2.32161  0.32

Calculated values
Highest occupied orbital energy (eV): -7.26
Kohn-Sham gap (eV): 8.08
Multiplicity: 1


Tell me which of them is the least stable. Sure, it is P.


P | Formula: C2H3O2S2
Source: the OMol25 dataset
Level of theory: ωB97M-V/def2-TZVPD

Last column: Mulliken charge in e.
Element x y z (Å)
C 1.69415 0.31146 0.42960  -0.80
S 0.48497 1.56573 -0.25237  -0.14
S -1.31988 0.88581 0.54030  -0.39
C -2.10015 -0.74699 -0.65167  0.63
O -2.33955 -0.43260 -1.76097  -0.55
O -2.18899 -1.68097 0.07584  -0.55
H 2.57491 0.94667 0.55067  0.25
H 1.93256 -0.56517 -0.18835  0.27
H 1.26197 -0.28393 1.25695  0.28

Calculated values
Highest occupied orbital energy (eV): -3.57
Kohn-Sham gap (eV): 7.05
Structure (SMILES): CSSC(=O)[O-]
Net charge: -1
Multiplicity: 1


Q | Formula: C2H3O2S2
Source: the OMol25 dataset
Level of theory: ωB97M-V/def2-TZVPD

Last column: Mulliken charge in e.
Element x y z (Å)
C -1.30372 1.38150 -0.16134  -0.30
C -0.58797 0.27266 0.54551  -0.85
O -3.83848 -0.55467 -1.35047  -0.48
O -3.22706 -1.18698 0.94050  -0.46
S -0.66958 2.92205 -0.22504  -0.41
S -3.72520 -0.14207 0.07346  0.57
H 0.49690 0.31728 0.49993  0.35
H -0.72806 0.40862 1.56273  0.33
H -1.07252 -0.74620 0.28882  0.25

Calculated values
Highest occupied orbital energy (alpha / beta) (eV): -2.46 / -2.59
Kohn-Sham gap (alpha / beta) (eV): 5.91 / 6.08
Net charge: -1
Multiplicity: 1


Tell me which of them is the least stable. Sure, it is Q.


P | Formula: CHNO4
Source: the OMol25 dataset
Level of theory: ωB97M-V/def2-TZVPD

Last column: Mulliken charge in e.
Element x y z (Å)
C 1.31496 0.17052 -2.46738  0.71
N 0.97240 0.90333 1.39098  0.14
O 0.49397 0.44263 -3.19672  -0.30
O 2.30643 0.03474 -1.88920  -0.39
O -0.37209 1.19600 -0.57615  -0.54
O 1.01832 1.16529 0.30155  0.08
H -0.72692 0.39658 -0.23363  0.32

Calculated values
Highest occupied orbital energy (alpha / beta) (eV): -10.06 / -10.02
Kohn-Sham gap (alpha / beta) (eV): 9.08 / 9.03
Multiplicity: 1


Q | Formula: CHNO4
Source: the OMol25 dataset
Level of theory: ωB97M-V/def2-TZVPD

Last column: Mulliken charge in e.
Element x y z (Å)
O 1.46516 0.15007 -0.62139  -0.51
C 0.76738 -0.63569 -1.13496  0.83
O 0.29385 -1.41445 -1.82966  -0.31
O -2.04752 -0.12521 0.99018  -0.39
N -0.95004 0.06911 0.58964  0.23
O -0.20715 0.98542 1.26715  -0.34
H 0.67833 0.97074 0.73904  0.49

Calculated values
Highest occupied orbital energy (eV): -10.64
Kohn-Sham gap (eV): 10.73
Structure (SMILES): O=C=O.O=NO
Multiplicity: 1


Tell me which of them is the least stable. Sure, it is P.


P | Formula: C9H9N4
Source: the OMol25 dataset
Level of theory: ωB97M-V/def2-TZVPD

Last column: Mulliken charge in e.
Element x y z (Å)
C 3.79905 -0.57357 0.39920  0.26
C -1.84383 -0.36015 -0.09837  -0.82
C 3.14667 0.54424 0.15508  0.15
C -1.13838 0.83801 -0.04388  0.94
C 0.76997 -0.45176 -0.10615  0.51
C -1.11333 -1.60868 -0.08086  0.60
C 2.50539 1.68350 -0.19821  -0.42
C -1.83766 2.11832 0.09577  -1.25
C -1.64619 -3.03014 -0.01461  -1.12
N 4.51525 -1.49744 0.57931  -0.32
N 0.27039 -1.55636 -0.19568  -0.23
N 1.01998 1.89864 0.00737  -1.20
N 0.28171 0.80403 -0.00704  0.69
H -2.96848 -0.32809 0.09645  0.31
H 2.85006 2.69421 0.10067  0.42
H 2.62066 1.55792 -1.28425  0.40
H -2.88992 1.98822 0.38365  0.39
H -1.85857 2.55045 -0.83624  0.32
H -1.22350 2.83313 0.78103  0.35
H -1.73670 -3.28259 1.07830  0.29
H -0.82708 -3.66228 -0.30802  0.38
H -2.69548 -3.15962 -0.50350  0.34

Calculated values
Highest occupied orbital energy (alpha / beta) (eV): -12.19 / -12.20
Kohn-Sham gap (alpha / beta) (eV): 5.45 / 5.49
Net charge: +1
Multiplicity: 1


Q | Formula: C9H9N4
Source: the OMol25 dataset
Level of theory: ωB97M-V/def2-TZVPD

Last column: Mulliken charge in e.
Element x y z (Å)
C 0.39730 2.01180 -0.25351  -0.51
C -0.92815 1.82960 -0.16366  -0.92
C -1.54069 0.57734 0.30954  0.60
N -2.93221 0.14918 0.12854  -0.50
C -2.67618 -1.28687 -0.48410  -0.28
N -1.28493 -1.56988 -0.43304  -0.57
N -0.64250 -0.61115 0.00661  0.68
C 0.86902 -0.45642 -0.00263  0.65
C 1.69386 -1.53843 0.24278  -0.51
C 3.06218 -1.21964 0.05080  -0.23
N 3.44388 0.00052 -0.13744  -0.52
C 2.69537 1.07530 -0.14332  -1.00
C 1.27944 0.89831 -0.12969  0.90
H 0.88309 3.02448 -0.27384  0.34
H -1.61775 2.66365 -0.36518  0.39
H -1.36471 0.72830 1.44012  0.24
H -3.28071 -0.11155 1.12891  0.41
H -2.98932 -1.57115 -1.48063  0.29
H -3.27738 -1.98444 0.27193  0.31
H 1.35091 -2.59829 0.30463  0.37
H 3.78744 -2.00963 0.01170  0.41
H 3.07203 1.99897 -0.02854  0.47

Calculated values
Highest occupied orbital energy (alpha / beta) (eV): -12.77 / -12.77
Kohn-Sham gap (alpha / beta) (eV): 7.22 / 7.22
Structure (SMILES): C1=C[C@H]2NCN=[N+]2c2ccncc21
Net charge: +1
Multiplicity: 1


Tell me which of them is the least stable. Sure, it is P.


P | Formula: C9H12N16O3RuSbSe4
Source: the OMol25 dataset
Level of theory: ωB97M-V/def2-TZVPD

Last column: Mulliken charge in e.
Element x y z (Å)
Ru 0.11479 -1.76287 -0.31284  0.75
N 0.15824 -2.22801 1.84212  0.12
N 0.78736 -1.50341 2.87306  -0.34
C 1.58034 -0.43823 2.73011  0.46
N 2.25191 -0.08466 3.85612  -0.47
N 1.59888 0.16463 1.55153  -0.04
N 2.55552 1.10138 1.31339  0.81
O 3.38927 1.44942 2.16946  -0.82
O 2.52615 1.61154 0.21686  -0.58
H -0.84841 -2.23984 2.03089  0.33
H 0.54804 -3.18056 1.93422  0.06
H 0.68065 -1.89295 3.79430  0.23
H 2.44336 -0.83606 4.49854  0.20
H 2.98973 0.58509 3.68178  0.31
N -2.74022 -1.42979 -2.19151  -0.08
C -2.95156 -1.49603 -0.83816  0.26
N -4.14174 -1.38548 -0.25944  -0.56
N -3.88107 -1.49393 1.05588  -0.76
N -2.61526 -1.66102 1.25069  -0.76
N -1.99185 -1.66066 0.05477  0.95
C -1.52631 -1.39844 -2.84816  0.38
N -1.46265 -1.15829 -4.14542  -0.53
N -0.14063 -1.18251 -4.42224  -0.72
N 0.54591 -1.42426 -3.36380  -0.53
N -0.31059 -1.56982 -2.32190  0.81
H -3.54738 -1.30506 -2.77559  0.24
Se 2.42307 -4.60463 2.51912  -0.77
Sb 2.31447 -4.47765 0.06691  0.57
Se 2.53386 -2.13479 -0.78409  -0.45
Se -0.16198 -4.17831 -0.44344  -0.44
Se 3.54034 -6.14955 -1.15104  -0.71
N 0.22931 5.57751 -1.44990  -0.39
C -0.61847 4.94053 -0.58562  0.19
O -1.31767 5.56178 0.19185  -0.64
C -0.63548 3.44145 -0.66483  1.13
C -0.10377 2.72930 -1.72688  -1.24
C -0.09615 1.34275 -1.66870  -0.42
N -0.59709 0.66984 -0.63908  0.72
C -1.14935 1.35246 0.36231  -0.37
C -1.19027 2.73444 0.39445  -1.07
H 0.36617 6.55764 -1.26973  0.25
H 1.00421 5.07223 -1.84231  0.21
H 0.31170 3.20919 -2.60276  0.36
H 0.33989 0.75436 -2.46663  0.44
H -1.57523 0.75372 1.16052  0.47
H -1.63004 3.26752 1.22521  0.45

Calculated values
Highest occupied orbital energy (alpha / beta) (eV): -2.16 / -2.12
Kohn-Sham gap (alpha / beta) (eV): 6.04 / 6.00
<S²>: 0.762
Net charge: -2
Multiplicity: 2


Q | Formula: C9H12N16O3RuSbSe4
Source: the OMol25 dataset
Level of theory: ωB97M-V/def2-TZVPD

Last column: Mulliken charge in e.
Element x y z (Å)
Ru -0.18053 -1.66207 -0.32248  0.58
N -0.10092 -1.81538 1.85288  0.12
N 0.79281 -1.27936 2.84430  -0.47
C 1.73547 -0.30684 2.56523  0.52
N 2.97227 -0.62927 2.94361  -0.27
N 1.25715 0.85430 2.13289  -0.38
N 2.12897 1.86736 1.91529  1.04
O 3.30578 1.84308 2.29569  -0.78
O 1.65643 2.85836 1.37344  -0.65
H -1.06146 -1.66627 2.16932  0.39
H 0.05333 -2.83110 1.89203  0.28
H 1.26035 -2.08811 3.25927  0.04
H 3.20476 -1.62587 2.85247  0.13
H 3.67685 0.07186 2.77462  0.31
N -3.02627 -1.59875 -2.29749  -0.09
C -3.22900 -1.60904 -0.94380  0.35
N -4.42349 -1.57239 -0.36844  -0.57
N -4.15805 -1.59768 0.94991  -0.76
N -2.88983 -1.66522 1.15563  -0.71
N -2.25860 -1.66612 -0.04153  0.82
C -1.80092 -1.55776 -2.93157  0.44
N -1.69596 -1.42919 -4.24221  -0.57
N -0.36683 -1.42295 -4.46621  -0.72
N 0.28444 -1.53895 -3.36491  -0.54
N -0.60706 -1.63606 -2.34830  0.84
H -3.83604 -1.52515 -2.88602  0.22
Se 2.60554 -4.00592 2.81322  -0.83
Sb 2.34298 -4.02315 0.35643  0.72
Se 2.24997 -1.63981 -0.54149  -0.42
Se -0.10372 -4.16904 -0.19227  -0.51
Se 3.86110 -5.50217 -0.76427  -0.69
N 0.76117 5.23829 -0.90588  -0.41
C -0.50264 4.72621 -0.78885  -0.12
O -1.48798 5.42710 -0.65742  -0.65
C -0.54558 3.23125 -0.80421  0.87
C 0.28530 2.48492 -1.62251  -1.20
C 0.33152 1.11406 -1.45470  -0.16
N -0.38145 0.49068 -0.51670  0.96
C -1.22074 1.20255 0.23758  -0.31
C -1.34956 2.57123 0.11033  -1.13
H 0.84474 6.22089 -0.70313  0.25
H 1.53145 4.64752 -0.62927  0.26
H 0.91625 2.94906 -2.36795  0.44
H 0.96935 0.48701 -2.06511  0.49
H -1.78483 0.65143 0.97822  0.48
H -2.01650 3.12648 0.75437  0.42

Calculated values
Highest occupied orbital energy (alpha / beta) (eV): -2.56 / -2.53
Kohn-Sham gap (alpha / beta) (eV): 6.73 / 6.09
<S²>: 0.758
Net charge: -2
Multiplicity: 2


Tell me which of them is the least stable. Sure, it is P.


P | Formula: C3H3ClFN3
Source: the OMol25 dataset
Level of theory: ωB97M-V/def2-TZVPD

Last column: Mulliken charge in e.
Element x y z (Å)
N -1.16122 -0.55102 1.43893  -0.54
C -0.41408 -0.14825 0.29182  0.26
C 0.18959 -0.99356 -0.60229  0.39
Cl 0.26290 -2.78787 -0.41684  -0.20
N 0.89828 -0.42084 -1.53535  -0.81
N 0.87751 0.88572 -1.28526  0.33
C 0.07033 1.24303 -0.29994  0.12
F -0.03188 2.45917 0.15697  -0.27
H -1.04214 -1.47656 1.77682  0.23
H -1.09441 0.16506 2.14613  0.23
H 1.44511 1.62513 -1.67100  0.26

Calculated values
Highest occupied orbital energy (eV): -8.08
Kohn-Sham gap (eV): 8.80
Structure (SMILES): Nc1c(Cl)n[nH]c1F
Multiplicity: 1


Q | Formula: C3H3ClFN3
Source: the OMol25 dataset
Level of theory: ωB97M-V/def2-TZVPD

Last column: Mulliken charge in e.
Element x y z (Å)
C 2.50868 1.38581 -0.29042  -0.65
C 0.06429 -1.11628 -0.06990  0.43
C -0.60246 0.04593 0.17607  0.27
H 3.15029 1.74014 0.86116  0.22
H 2.48769 2.38935 -0.81331  0.30
H 3.12187 0.54116 -0.89408  0.29
N 1.37774 0.60771 0.14643  0.89
N 1.34795 -0.76930 -0.17811  -0.65
N 0.19789 1.07693 0.50847  -0.68
F -0.34560 -2.43782 -0.10650  -0.24
Cl -2.23163 0.52763 -0.02513  -0.17

Calculated values
Highest occupied orbital energy (eV): -9.57
Kohn-Sham gap (eV): 10.02
Multiplicity: 1


Tell me which of them is the least stable. Sure, it is Q.